1.
{"formula": "C6H14N2O2", "method": "the ωB97M-V functional and the def2-TZVPD basis", "e_above_lowest_kj_mol": 119.2, "total_charge": 0, "e_lumo_ev": 0.5, "gap_ev": 9.74, "multiplicity": 1, "smiles": "CNC(C)=O.CNC(C)=O", "e_homo_ev": -9.24, "species": ["O", "O", "N", "N", "C", "C", "C", "C", "C", "C", "H", "H", "H", "H", "H", "H", "H", "H", "H", "H", "H", "H", "H", "H"], "coordinates": [[-2.056, 0.118, 3.143], [-0.062, 0.533, -1.377], [-0.462, -0.721, 1.738], [1.857, 0.335, -2.581], [-1.677, -0.064, 2.018], [0.835, -1.655, -1.658], [0.612, -0.435, 2.676], [0.892, -0.129, -1.756], [-2.444, 0.214, 0.748], [2.027, 1.792, -2.660], [0.565, -2.071, -0.674], [0.317, -0.818, 3.658], [-3.517, 0.100, 0.880], [1.423, 2.185, -3.488], [2.690, -0.223, -2.666], [1.597, -0.884, 2.484], [-0.157, -0.809, 0.788], [1.605, 2.364, -1.832], [-2.115, -0.475, -0.030], [1.699, -2.278, -1.940], [0.009, -2.012, -2.320], [3.084, 2.044, -2.575], [0.881, 0.627, 2.751], [-2.245, 1.272, 0.551]], "forces_ev_per_angstrom": [[-0.018, 0.669, 0.480], [0.748, 0.095, 0.398], [0.447, 0.798, 0.895], [0.442, 1.244, 1.019], [0.488, -1.939, -1.374], [-0.476, -1.453, 0.078], [0.638, -0.228, 0.974], [-1.318, -1.549, -0.958], [-0.296, 0.160, 0.561], [-0.457, 0.356, 0.161], [-0.022, 0.663, -0.085], [0.064, 0.372, -0.071], [-0.036, 0.011, 0.265], [0.945, -0.023, -0.320], [-0.062, -0.031, -0.074], [-0.572, -0.501, -0.613], [-0.362, 0.464, -0.353], [-0.274, -0.779, 0.489], [0.065, 0.545, -0.186], [0.096, 0.804, -0.154], [0.521, 0.529, 0.362], [-0.017, 0.029, -0.962], [-0.567, 0.028, 0.074], [0.023, -0.265, -0.604]], "mulliken_charge": [-0.592, -0.590, -0.214, -0.210, 0.621, -0.961, -0.963, 0.591, -0.868, -0.883, 0.313, 0.325, 0.335, 0.265, 0.289, 0.339, 0.184, 0.295, 0.281, 0.347, 0.245, 0.363, 0.296, 0.191]}



2.
{"formula": "C29H65F5O3PSi6", "method": "the ωB97M-V functional and the def2-TZVPD basis", "e_above_lowest_kj_mol": 0.0, "total_charge": -1, "e_lumo_ev": 1.9, "gap_ev": 4.83, "multiplicity": 1, "e_homo_ev": -2.94, "species": ["P", "Si", "Si", "Si", "Si", "Si", "Si", "F", "F", "F", "F", "F", "O", "O", "O", "C", "C", "C", "C", "C", "C", "C", "C", "C", "C", "C", "C", "C", "C", "C", "C", "C", "C", "C", "C", "C", "C", "C", "C", "C", "C", "C", "C", "C", "H", "H", "H", "H", "H", "H", "H", "H", "H", "H", "H", "H", "H", "H", "H", "H", "H", "H", "H", "H", "H", "H", "H", "H", "H", "H", "H", "H", "H", "H", "H", "H", "H", "H", "H", "H", "H", "H", "H", "H", "H", "H", "H", "H", "H", "H", "H", "H", "H", "H", "H", "H", "H", "H", "H", "H", "H", "H", "H", "H", "H", "H", "H", "H", "H"], "coordinates": [[6.986, -2.243, 2.128], [-2.204, 5.569, 4.863], [1.537, -3.368, -6.145], [-8.233, 1.243, -0.412], [4.153, -4.368, -4.808], [-0.675, 3.202, 3.552], [-5.682, 1.672, 1.302], [4.927, -4.485, -0.526], [6.554, -3.120, -1.067], [1.813, 0.507, 2.449], [0.495, -1.003, 1.607], [2.007, -1.579, 3.071], [-7.255, 1.370, 0.901], [-1.839, 4.341, 3.838], [3.065, -3.370, -5.557], [2.763, -1.003, 0.885], [-5.178, 3.372, 0.710], [-4.565, 0.393, 0.524], [3.464, -4.987, -3.195], [-9.965, 0.848, 0.157], [5.599, -3.343, -0.012], [-7.634, -0.120, -1.542], [5.731, -3.430, -4.509], [-5.501, 1.605, 3.156], [2.730, -0.124, -0.193], [4.589, -2.209, -0.102], [1.360, -4.645, -7.505], [-2.340, 4.935, 6.617], [-1.197, 2.194, 2.079], [8.573, -3.023, 2.649], [4.559, -1.335, -1.181], [3.680, -2.042, 0.941], [3.628, -0.302, -1.232], [-0.882, 6.890, 4.794], [-8.255, 2.855, -1.363], [-3.838, 6.315, 4.357], [1.155, -1.682, -6.849], [4.525, -5.835, -5.918], [0.311, -3.756, -4.788], [0.966, 4.023, 3.201], [6.118, -3.600, 1.309], [1.790, -0.788, 1.999], [-0.487, 2.084, 5.036], [7.635, -1.027, 0.878], [8.287, -0.336, 1.420], [-8.530, 3.689, -0.714], [-3.052, 4.109, 6.681], [0.213, 1.278, 4.807], [2.015, 0.688, -0.217], [-0.454, 1.428, 1.863], [-10.629, 0.763, -0.707], [3.165, -4.160, -2.549], [-2.152, 1.701, 2.274], [-6.658, 0.118, -1.969], [0.372, -4.577, -7.966], [0.434, -3.072, -3.946], [5.562, -2.574, -3.857], [1.842, -1.424, -7.657], [-4.096, 7.135, 5.030], [3.614, 0.361, -2.087], [-0.726, 7.235, 3.769], [9.014, -3.683, 1.897], [6.457, -4.079, -4.015], [-1.170, 7.749, 5.403], [5.312, -6.447, -5.472], [-7.277, 3.073, -1.795], [-0.105, 2.629, 5.902], [0.072, 6.515, 5.170], [-5.176, 3.431, -0.381], [0.138, -1.666, -7.248], [0.881, 4.742, 2.384], [-4.880, -0.619, 0.791], [-3.536, 0.527, 0.861], [-8.335, -0.269, -2.366], [8.379, -3.579, 3.566], [-7.540, -1.064, -1.001], [6.825, -4.435, 1.213], [0.444, -4.772, -4.413], [1.343, 4.554, 4.078], [6.168, -3.069, -5.443], [-4.641, 5.575, 4.400], [-4.571, 0.468, -0.565], [-5.859, 4.139, 1.088], [9.267, -2.211, 2.872], [4.862, -5.511, -6.906], [-10.357, 1.630, 0.810], [3.643, -6.466, -6.052], [-8.980, 2.805, -2.179], [-2.679, 5.730, 7.286], [-1.313, 2.821, 1.192], [1.481, -5.657, -7.114], [-6.134, 2.348, 3.646], [-1.377, 4.575, 6.984], [-5.769, 0.622, 3.548], [1.231, -0.909, -6.081], [3.718, -2.722, 1.780], [-9.997, -0.096, 0.703], [-4.171, 3.607, 1.062], [-3.796, 6.710, 3.340], [8.164, -1.453, 0.022], [6.789, -0.440, 0.517], [4.218, -5.563, -2.658], [2.110, -4.494, -8.284], [-0.713, -3.662, -5.158], [-4.463, 1.810, 3.430], [1.705, 3.270, 2.920], [5.282, -1.462, -1.972], [2.593, -5.628, -3.355], [-1.444, 1.637, 5.317]], "forces_ev_per_angstrom": [[-0.687, 0.453, 0.353], [-0.040, 0.162, 0.152], [-0.202, -0.017, -0.003], [-0.121, -0.025, -0.212], [0.247, -0.172, 0.296], [0.295, -0.278, -0.056], [0.369, 0.065, 0.087], [0.189, 0.070, -0.065], [0.069, -0.051, -0.169], [-0.032, -0.494, -0.085], [0.504, 0.082, 0.194], [-0.158, 0.409, -0.484], [-0.027, 0.014, 0.025], [-0.026, 0.010, -0.014], [0.018, 0.006, -0.097], [0.029, 0.035, 0.081], [-0.112, -0.049, -0.042], [-0.152, 0.002, -0.033], [-0.186, 0.018, -0.222], [0.069, 0.014, 0.093], [-0.839, -0.141, 0.745], [0.035, 0.037, 0.086], [-0.076, 0.071, -0.185], [-0.146, -0.038, -0.027], [0.076, -0.058, -0.143], [0.246, 0.133, -0.064], [0.060, 0.025, 0.038], [0.023, -0.037, -0.073], [-0.155, 0.163, -0.012], [-0.125, 0.045, -0.078], [-0.182, -0.025, 0.139], [-0.084, 0.072, -0.123], [-0.002, -0.079, 0.041], [-0.012, -0.079, -0.033], [0.049, -0.021, 0.081], [0.026, -0.081, -0.065], [0.094, -0.005, 0.020], [-0.113, 0.098, -0.080], [0.068, 0.008, -0.022], [-0.112, 0.112, 0.025], [1.010, -0.103, -0.629], [-0.290, 0.006, 0.357], [-0.112, 0.104, 0.020], [0.116, -0.041, -0.025], [0.057, -0.001, -0.026], [-0.008, 0.009, -0.013], [-0.005, 0.004, 0.015], [0.008, -0.004, -0.004], [-0.034, 0.006, 0.020], [-0.003, -0.040, 0.004], [-0.020, -0.006, 0.003], [0.045, -0.023, 0.058], [0.006, -0.023, -0.021], [0.002, -0.017, -0.015], [-0.004, -0.011, -0.006], [-0.010, -0.005, 0.010], [0.019, -0.001, 0.031], [-0.001, 0.007, 0.001], [-0.021, 0.010, -0.005], [-0.015, 0.060, 0.029], [0.006, 0.016, 0.007], [-0.039, -0.002, -0.035], [0.004, 0.024, 0.052], [0.011, 0.011, -0.001], [0.005, -0.008, 0.004], [-0.004, 0.015, -0.012], [0.013, -0.021, 0.009], [0.014, 0.015, -0.005], [0.016, 0.022, -0.002], [-0.007, 0.020, -0.006], [0.023, -0.009, -0.010], [0.023, -0.008, 0.002], [0.014, -0.009, -0.013], [0.005, -0.007, -0.011], [0.130, -0.116, -0.001], [-0.002, -0.012, -0.016], [-0.115, -0.100, 0.039], [-0.010, 0.001, 0.018], [0.024, -0.003, -0.006], [-0.001, -0.006, 0.004], [-0.004, 0.000, -0.005], [0.020, -0.012, -0.004], [0.023, 0.015, 0.006], [0.064, -0.048, 0.095], [0.017, -0.021, 0.004], [-0.006, -0.003, 0.001], [0.013, -0.023, -0.007], [0.001, 0.009, -0.011], [0.001, -0.004, 0.012], [-0.020, -0.014, -0.003], [-0.002, -0.010, -0.013], [0.007, 0.004, 0.006], [-0.004, -0.007, 0.018], [0.010, 0.001, 0.012], [0.000, 0.004, -0.001], [0.095, -0.015, -0.006], [-0.007, -0.001, 0.001], [0.004, 0.006, 0.010], [-0.007, 0.000, -0.002], [0.006, -0.062, 0.016], [0.014, -0.030, -0.087], [0.007, 0.031, 0.060], [-0.008, -0.007, -0.011], [-0.008, -0.006, 0.011], [0.006, 0.010, 0.015], [0.004, -0.010, 0.003], [0.035, 0.015, -0.019], [0.003, 0.000, 0.007], [0.013, -0.025, 0.003]], "mulliken_charge": [0.103, 0.457, 0.444, 0.396, 0.289, 0.598, 0.506, -0.341, -0.357, -0.256, -0.290, -0.308, -0.513, -0.422, -0.342, 0.495, -0.871, -0.804, -0.841, -1.033, 1.429, -1.007, -0.728, -0.772, -0.565, -0.623, -1.033, -1.033, -0.111, -1.196, -0.251, -0.170, -1.308, -1.060, -1.015, -1.028, -1.034, -1.046, -1.021, -1.031, -1.509, 0.782, -1.061, -1.075, 0.468, 0.279, 0.286, 0.395, 0.439, -0.081, 0.300, 0.165, -0.374, 0.297, 0.378, 0.284, 0.048, 0.278, 0.314, 0.412, 0.282, 0.313, 0.283, 0.368, 0.373, 0.296, 0.302, 0.294, 0.296, 0.304, 0.302, 0.298, 0.259, 0.381, 0.326, 0.283, 0.442, 0.295, 0.300, 0.380, 0.277, 0.277, 0.290, 0.374, 0.278, 0.279, 0.276, 0.383, 0.398, 0.366, 0.286, 0.287, 0.291, 0.323, 0.272, 0.615, 0.282, 0.318, 0.293, 0.228, 0.213, 0.404, 0.277, 0.391, 0.073, 0.303, 0.546, 0.383, 0.305]}